1.
{"formula": "C4H16BrN4O5", "method": "ωB97M-V/def2-TZVPD", "elements": ["Br", "C", "O", "N", "N", "H", "H", "H", "H", "C", "O", "N", "N", "H", "H", "H", "H", "C", "C", "O", "O", "H", "H", "H", "H", "H", "H", "O", "H", "H"], "positions_angstrom": [[-0.6477, -1.6858, 0.9190], [1.6011, 3.6656, 4.1975], [1.5585, 4.2282, 5.2330], [1.9787, 2.4895, 3.9929], [1.0515, 4.1374, 3.1060], [1.8403, 1.9288, 3.1643], [2.2680, 2.0008, 4.8281], [0.8906, 3.4996, 2.3397], [0.4651, 4.9070, 3.3960], [-5.8194, -4.7680, 2.3565], [-7.0380, -4.4893, 2.4918], [-5.2782, -4.4447, 1.2324], [-5.1008, -5.4675, 3.1857], [-5.9499, -4.0398, 0.5961], [-4.2865, -4.2634, 1.1708], [-4.1090, -5.3358, 3.3236], [-5.7635, -5.7532, 3.8924], [2.3638, 1.7910, -4.0197], [1.8124, 2.9250, -4.8494], [2.8520, 3.6820, -5.4431], [2.5892, 2.2200, -2.7166], [3.3494, 1.5566, -4.4219], [1.6757, 0.9503, -3.9316], [1.2425, 3.6860, -4.3162], [1.1624, 2.3770, -5.5315], [2.5850, 4.5282, -5.8095], [1.8480, 1.7305, -2.3523], [3.9503, -3.9932, -1.8050], [3.8550, -4.1803, -2.7389], [3.0533, -3.8823, -1.4898]], "forces_ev_per_angstrom": [[-0.001, -0.010, -0.028], [-2.110, 1.509, -1.272], [0.582, 2.314, 4.114], [3.654, -7.699, 0.876], [-1.386, 2.987, -2.516], [-0.020, 0.310, 0.249], [0.134, -0.244, -0.348], [-0.541, 0.747, 0.057], [-0.361, -0.007, -1.189], [-4.401, 1.500, -0.717], [0.940, -1.091, 0.930], [1.978, 1.297, -3.534], [0.364, -1.644, 2.805], [0.665, 0.388, 0.000], [-0.137, -0.005, -0.489], [-0.343, -0.179, 0.104], [1.022, -0.169, 0.876], [0.940, 1.246, -0.477], [-0.678, 0.354, -0.517], [1.131, -0.677, -0.536], [-0.474, -0.375, 1.489], [-0.179, -0.586, -0.512], [0.129, -0.211, -0.955], [-0.530, -0.749, 0.646], [-0.169, 0.596, -0.942], [-0.480, -0.217, 0.200], [0.296, 0.587, 1.648], [0.295, -0.072, 0.019], [-0.015, -0.025, -0.204], [-0.305, 0.124, 0.222]], "lowdin_charge": [-0.9886, -0.8801, 0.0636, 0.1777, 0.1520, 0.1291, 0.1293, 0.1112, 0.1154, -0.7785, -0.0316, 0.1637, 0.1651, 0.1211, 0.1189, 0.1212, 0.1142, -0.2678, -0.2541, -0.0689, -0.0542, 0.1248, 0.1257, 0.1220, 0.1057, 0.0801, 0.0858, -0.0587, 0.0214, 0.0347], "lumo_ev": 2.398, "homo_lumo_gap_ev": 6.63, "total_charge": -1}

2.
{"formula": "C29H34AsCl2GaNO5", "method": "ωB97M-V/def2-TZVPD", "elements": ["Ga", "O", "C", "O", "C", "O", "C", "C", "O", "O", "H", "H", "H", "H", "H", "Cl", "C", "Cl", "H", "H", "C", "C", "C", "C", "C", "C", "As", "N", "C", "C", "C", "C", "C", "C", "C", "C", "C", "C", "C", "C", "C", "C", "C", "C", "C", "C", "H", "H", "H", "H", "H", "H", "H", "H", "H", "H", "H", "H", "H", "H", "H", "H", "H", "H", "H", "H", "H", "H", "H", "H", "H", "H", "H"], "positions_angstrom": [[-18.1548, 6.6642, 2.4781], [-22.2597, 6.5262, 3.3723], [-20.9011, 6.6797, 3.4794], [-20.0977, 6.1996, 2.5806], [-20.5011, 7.6513, 4.5277], [-19.4305, 8.5489, 4.0956], [-18.2768, 8.7572, 4.9633], [-17.3293, 7.5679, 5.1096], [-16.4246, 7.5936, 5.9260], [-17.6649, 6.5584, 4.2670], [-22.5292, 5.8332, 2.7168], [-21.4201, 8.2934, 4.8658], [-20.1495, 7.1072, 5.4283], [-17.7664, 9.6346, 4.5002], [-18.5760, 9.1499, 5.9455], [-17.4856, 4.2271, 2.1684], [-16.0163, 4.1710, 3.3895], [-14.6015, 3.6444, 2.5662], [-16.3746, 3.5170, 4.2040], [-15.8528, 5.1953, 3.7423], [-11.6337, 7.5456, -3.0240], [-12.9285, 7.2946, -2.2998], [-13.9920, 6.8496, -3.0866], [-15.2560, 6.5901, -2.5461], [-16.2657, 5.9666, -3.4592], [-15.5556, 6.9936, -1.2185], [-17.3620, 6.6987, -0.5465], [-17.9021, 7.8630, 0.9627], [-19.0481, 8.7587, 0.9710], [-20.3227, 8.4216, 0.4755], [-21.3190, 9.4246, 0.4731], [-21.1057, 10.6844, 0.9391], [-19.8100, 11.0264, 1.3676], [-18.8393, 10.0883, 1.4735], [-18.2727, 7.7080, -2.0060], [-17.9152, 9.0128, -2.3121], [-16.8736, 9.7936, -1.5111], [-18.6109, 9.6780, -3.3448], [-19.7082, 9.1224, -4.0346], [-20.6592, 9.8881, -4.9098], [-19.9733, 7.7555, -3.8165], [-19.3116, 7.1070, -2.7273], [-19.8072, 5.6675, -2.5044], [-14.4463, 7.3964, -0.3912], [-14.6974, 7.6613, 1.0713], [-13.1482, 7.5258, -0.9701], [-11.8964, 7.8206, -4.0814], [-10.9994, 6.6250, -2.9862], [-11.1095, 8.4045, -2.5526], [-13.7877, 6.7992, -4.1544], [-15.6847, 5.4799, -4.2834], [-16.9402, 6.7461, -3.8824], [-16.9244, 5.2263, -3.0097], [-20.4715, 7.4078, -0.0463], [-22.2723, 9.0941, 0.0526], [-21.9421, 11.4233, 0.8869], [-19.5604, 12.0905, 1.5939], [-17.8846, 10.4115, 1.8652], [-16.7450, 9.4085, -0.5179], [-17.1802, 10.8217, -1.4082], [-15.8790, 9.8865, -1.9608], [-18.2582, 10.6948, -3.4966], [-20.7063, 9.5270, -5.9374], [-20.4239, 11.0023, -4.9887], [-21.7338, 9.7789, -4.5441], [-20.8249, 7.2696, -4.3474], [-20.1833, 5.4622, -1.4629], [-19.0774, 4.8774, -2.7287], [-20.6992, 5.5219, -3.1641], [-15.6517, 8.1246, 1.2586], [-13.9877, 8.3819, 1.5206], [-14.6440, 6.6956, 1.6602], [-12.3035, 7.7909, -0.3624]], "forces_ev_per_angstrom": [[-0.178, 1.069, -0.617], [2.833, -0.618, 0.199], [-0.601, -0.596, -4.059], [-2.360, 0.902, 3.030], [0.213, 2.320, 2.087], [-0.332, -1.328, -0.090], [-0.680, 1.072, -0.140], [0.368, 0.447, 0.466], [-1.631, -0.630, -1.777], [0.895, 0.096, 0.141], [0.601, 0.627, 0.429], [1.591, -1.276, -0.837], [-0.372, -0.065, -0.402], [-0.126, -0.848, 0.108], [-0.070, -0.461, -0.095], [0.606, 0.676, 0.743], [-0.579, 0.327, 0.266], [0.054, -0.329, -0.040], [0.353, 0.208, -0.666], [-0.412, -0.382, -0.153], [0.215, 0.274, 0.012], [-0.643, -0.027, -1.359], [-0.052, 0.217, 0.785], [-0.266, 0.511, 0.239], [0.040, 0.353, -1.407], [2.540, 0.379, 0.699], [-1.370, 0.000, -0.860], [-0.206, -1.376, 1.547], [0.088, 0.558, -0.193], [0.964, -0.295, -0.584], [-0.414, -2.234, -0.493], [-0.266, 1.309, -0.164], [-1.125, 1.749, 0.291], [0.495, -1.524, -0.775], [-0.474, -0.432, 0.511], [0.166, 0.634, -0.395], [-0.030, 0.136, -0.756], [-0.091, -0.053, 0.465], [0.514, -0.642, 0.258], [-0.882, 1.598, -0.148], [0.313, 0.605, 1.605], [-0.995, -1.149, -1.465], [-0.922, 0.032, 0.437], [-0.360, -0.119, -1.250], [0.905, -0.280, 0.794], [-1.381, -0.287, 1.265], [0.622, -0.369, 0.932], [-0.316, 0.874, -0.216], [-0.053, -0.647, -0.391], [-0.402, -0.528, 0.103], [-0.805, 0.310, 0.560], [0.537, -0.574, 0.030], [0.172, -0.124, 0.232], [0.080, 1.695, 1.011], [0.083, 0.491, 0.199], [1.010, -0.596, 0.101], [-0.370, -1.032, 0.059], [0.270, -0.359, -0.157], [0.056, -0.256, 0.428], [-0.441, 0.415, 0.083], [-0.137, -0.522, -0.226], [-0.518, 0.074, -0.300], [0.275, -0.192, -0.018], [-0.257, -1.482, 0.309], [1.418, 0.228, -0.184], [0.880, 0.344, 0.527], [0.490, 0.346, -0.760], [-0.077, 0.335, -0.004], [0.824, -0.086, 0.516], [-0.462, -0.051, -0.160], [0.050, -0.601, -0.298], [0.011, 0.896, -0.478], [0.127, 0.266, 0.447]], "lowdin_charge": [0.4319, 0.1610, -0.2809, 0.0185, -0.0583, -0.1578, -0.0629, -0.4976, 0.1331, -0.0954, 0.1731, 0.1934, 0.1636, 0.1550, 0.1479, 0.6126, -0.8566, 0.6302, 0.0642, 0.0160, -0.0480, -0.2919, -0.0141, -0.2746, -0.0610, -0.3160, 1.3407, -0.2782, -0.3851, -0.0467, -0.0930, -0.0846, -0.0848, -0.0613, -0.3419, -0.2515, -0.0408, 0.0092, -0.2574, -0.0640, -0.0047, -0.2992, -0.0831, -0.2494, -0.0766, -0.0088, 0.0908, 0.0983, 0.0868, 0.1195, 0.0995, 0.0914, 0.0534, 0.1280, 0.1103, 0.1243, 0.1264, 0.1145, 0.0285, 0.0763, 0.0953, 0.1175, 0.0737, 0.0988, 0.1017, 0.1275, 0.0676, 0.0624, 0.0798, 0.0150, 0.0930, 0.0808, 0.1145], "lumo_ev": -3.715, "de_lowest_kj_mol": 40.80, "homo_lumo_gap_ev": 6.64, "total_charge": 1}

3.
{"formula": "H6O3", "method": "ωB97M-V/def2-TZVPD", "elements": ["O", "H", "H", "O", "H", "H", "O", "H", "H"], "positions_angstrom": [[0.2903, 0.6531, -0.6272], [-0.2627, -0.1282, -0.6317], [-0.2412, 1.3207, -0.1935], [-2.2725, -0.4435, 1.4514], [-2.7798, -1.2251, 1.2323], [-2.9310, 0.2237, 1.6446], [2.8245, -0.3617, -1.2620], [1.9582, -0.0394, -1.0134], [3.4142, 0.0004, -0.6005]], "forces_ev_per_angstrom": [[0.727, 0.057, -0.415], [-0.586, -0.368, 0.232], [-0.367, 0.185, 0.322], [1.377, 0.088, 0.006], [-0.557, -0.708, -0.246], [-0.690, 0.673, 0.123], [0.768, -0.395, -0.341], [-0.731, 0.422, 0.188], [0.057, 0.047, 0.131]], "lowdin_charge": [-0.2252, -0.0049, -0.0027, -0.4126, -0.0969, -0.1028, -0.1275, -0.0408, 0.0135], "lumo_ev": [3.970, 3.932], "de_lowest_kj_mol": 18.16, "homo_lumo_gap_ev": [3.06, 10.66], "total_charge": -1, "multiplicity": 2}

4.
{"formula": "C15H41FN3O20P5", "method": "ωB97M-V/def2-TZVPD", "elements": ["N", "P", "N", "C", "O", "O", "C", "O", "N", "C", "O", "F", "H", "H", "H", "H", "H", "C", "O", "P", "O", "O", "C", "O", "C", "H", "H", "H", "H", "H", "H", "H", "H", "H", "C", "O", "P", "O", "O", "C", "O", "C", "H", "H", "H", "H", "H", "H", "H", "H", "H", "C", "O", "P", "O", "O", "C", "O", "C", "H", "H", "H", "H", "H", "H", "H", "H", "H", "C", "O", "P", "O", "O", "C", "O", "C", "H", "H", "H", "H", "H", "H", "H", "H", "H"], "positions_angstrom": [[-2.2087, 2.4068, -1.4001], [-1.4310, 0.9941, -1.5360], [0.0585, 1.0542, -2.5107], [0.6395, -0.3403, -2.5795], [1.9196, -0.6761, -2.3843], [-0.2913, -1.4738, -2.8780], [1.0476, 2.0881, -2.0293], [2.1045, 2.3402, -2.8503], [0.9795, 2.9007, -0.7592], [1.2515, 2.0879, 0.4859], [0.2505, 1.9240, 1.3813], [2.5605, 1.4866, 0.8504], [-1.6519, 3.1315, -1.9042], [-2.3458, 0.0810, -2.2158], [-1.0818, 0.3803, -0.2675], [-0.5443, -1.8786, -1.9884], [0.1227, 3.4909, -0.6880], [0.0924, 0.8122, 3.7542], [-0.6801, 0.1525, 4.7360], [-2.0334, 0.8749, 5.2206], [-3.0225, 1.1628, 4.1373], [-1.5046, 2.1744, 6.0151], [-0.5472, 2.0074, 7.0406], [-2.5677, -0.0905, 6.3945], [-3.6865, 0.3450, 7.1398], [-0.0375, 0.3103, 2.7932], [-0.1877, 1.8648, 3.6559], [1.1445, 0.7574, 4.0466], [0.3164, 2.6402, 6.8199], [-0.2120, 0.9709, 7.1337], [-0.9874, 2.3246, 7.9894], [-4.1406, 1.2424, 6.7104], [-3.3645, 0.5629, 8.1615], [-4.4310, -0.4546, 7.1659], [6.9123, -0.0901, 1.2080], [7.3957, 0.1642, -0.0950], [7.7402, 1.6900, -0.4712], [8.7539, 2.3476, 0.4089], [6.2972, 2.4088, -0.4935], [5.2641, 1.8466, -1.2762], [8.1408, 1.6049, -2.0294], [8.3646, 2.8210, -2.7135], [7.7031, -0.5491, 1.8048], [6.5691, 0.8243, 1.7000], [6.0704, -0.7840, 1.1359], [4.3983, 1.6638, -0.6344], [5.5616, 0.9051, -1.7458], [4.9845, 2.5593, -2.0562], [8.3755, 3.6775, -2.0336], [7.5690, 2.9610, -3.4500], [9.3238, 2.7660, -3.2342], [-3.6218, -1.8966, -6.1108], [-3.3847, -0.5886, -6.5895], [-3.8077, 0.6358, -5.6355], [-3.1664, 0.6395, -4.2851], [-5.4182, 0.5626, -5.6182], [-6.1154, 0.5280, -6.8466], [-3.5011, 1.9327, -6.5409], [-3.9045, 3.1903, -6.0384], [-2.6763, -2.3455, -5.7995], [-4.3213, -1.9015, -5.2702], [-4.0490, -2.4907, -6.9232], [-6.7607, -0.3543, -6.8584], [-5.4424, 0.4858, -7.7072], [-6.7364, 1.4240, -6.9253], [-4.2536, 3.1253, -5.0040], [-4.7143, 3.5749, -6.6640], [-3.0597, 3.8818, -6.0875], [-2.3510, -2.1033, 3.0362], [-1.2679, -2.7788, 2.4305], [-1.5485, -4.2512, 1.8461], [-2.6268, -4.3297, 0.8137], [-1.8119, -5.1381, 3.1665], [-0.8614, -5.1097, 4.2114], [-0.0937, -4.7364, 1.3527], [0.0339, -6.0722, 0.9098], [-2.7139, -1.3238, 2.3632], [-3.1708, -2.7851, 3.2792], [-1.9969, -1.6403, 3.9612], [-1.3674, -4.8249, 5.1375], [-0.0507, -4.4017, 4.0189], [-0.4378, -6.1102, 4.3306], [-0.9361, -6.5700, 0.8248], [0.6545, -6.6208, 1.6232], [0.5257, -6.0790, -0.0661]], "forces_ev_per_angstrom": [[2.535, -0.973, -0.531], [-3.068, 1.815, -0.329], [1.493, -1.777, 2.339], [6.129, -3.322, 0.758], [-8.333, 2.909, -1.212], [1.166, 3.125, 2.090], [6.788, 1.422, -5.379], [-7.249, -1.825, 5.581], [1.113, -3.388, 0.475], [-5.635, -0.775, 5.077], [7.511, 1.443, -6.440], [-4.091, 2.316, -2.154], [-0.898, -0.476, 0.418], [1.349, 0.309, 0.544], [0.069, 0.136, -0.884], [0.644, 0.616, -1.490], [0.527, -1.180, 0.546], [0.432, 0.263, -0.592], [-1.440, -0.357, 1.613], [-0.697, 0.339, -0.980], [1.504, -0.146, 1.769], [-0.866, -0.383, -1.035], [0.525, -0.003, 0.605], [1.313, -0.064, -1.262], [-0.675, 0.287, 0.490], [-0.069, 0.084, 0.364], [-0.020, -0.240, -0.016], [-0.130, -0.053, 0.012], [-0.116, -0.069, 0.013], [-0.042, 0.105, -0.030], [0.048, -0.024, -0.091], [0.006, -0.125, 0.008], [-0.031, -0.012, -0.090], [0.144, 0.101, -0.077], [-0.264, -0.187, 0.756], [0.546, 0.876, -1.407], [0.853, 0.599, 0.639], [-1.803, -0.733, -1.233], [1.442, 0.113, 0.706], [-0.766, -0.273, -0.540], [-0.354, -1.139, 1.381], [0.076, 0.718, -0.416], [-0.059, 0.111, -0.035], [0.063, -0.081, -0.003], [0.127, 0.086, -0.081], [0.173, 0.038, -0.131], [-0.029, 0.100, 0.059], [-0.008, -0.094, 0.091], [0.059, -0.085, -0.061], [0.064, -0.005, 0.069], [-0.120, -0.048, 0.143], [-0.096, -0.869, 0.293], [-0.020, 1.895, -0.019], [0.533, 0.090, 0.770], [-1.246, -0.065, -1.779], [1.193, -0.003, 0.948], [-0.490, 0.002, -0.689], [0.299, -1.933, 0.019], [-0.306, 0.805, 0.320], [-0.108, 0.070, 0.031], [0.088, -0.027, -0.040], [0.077, 0.153, 0.063], [0.082, 0.108, 0.026], [-0.055, 0.002, 0.107], [0.060, -0.097, 0.016], [0.089, 0.028, -0.067], [0.072, -0.033, 0.060], [-0.081, -0.179, 0.009], [-0.858, 0.585, 0.504], [1.142, -1.535, -0.959], [-0.852, 0.105, -0.745], [1.474, -0.128, 1.702], [-0.602, 0.331, -1.263], [0.509, -0.052, 0.647], [-0.771, 1.531, 0.589], [0.093, -0.834, -0.230], [-0.020, -0.086, 0.112], [0.029, 0.066, -0.085], [0.005, -0.187, -0.291], [0.047, -0.028, -0.126], [-0.104, -0.060, 0.010], [-0.046, 0.092, -0.009], [0.090, 0.062, -0.048], [-0.060, 0.042, -0.066], [-0.103, 0.072, 0.141]], "lowdin_charge": [-0.2839, 0.7577, -0.0865, -0.3232, 0.0210, -0.0203, -0.2774, 0.0313, 0.1245, -0.1623, -0.0254, 0.0189, -0.0347, 0.0241, 0.0196, 0.1300, 0.1298, -0.1169, -0.2444, 0.4253, -0.2332, -0.2223, -0.1106, -0.2281, -0.1071, 0.0744, 0.0824, 0.1010, 0.0943, 0.0887, 0.0914, 0.0912, 0.0902, 0.0940, -0.1099, -0.2254, 0.4290, -0.2450, -0.2249, -0.1064, -0.2230, -0.1110, 0.0925, 0.0889, 0.0923, 0.0684, 0.0944, 0.0901, 0.0894, 0.0902, 0.0927, -0.1050, -0.2229, 0.4436, -0.2662, -0.2230, -0.1095, -0.2202, -0.1069, 0.0935, 0.0906, 0.0939, 0.0943, 0.0897, 0.0925, 0.0911, 0.0906, 0.0940, -0.1002, -0.2298, 0.4256, -0.2460, -0.2250, -0.1096, -0.2283, -0.1101, 0.0975, 0.0965, 0.0654, 0.0942, 0.0891, 0.0909, 0.0903, 0.0903, 0.0934], "lumo_ev": -1.351, "smiles": "N=[PH2]N(C(=O)O)C(=O)NC(=O)F.COP(=O)(OC)OC.COP(=O)(OC)OC.COP(=O)(OC)OC.COP(=O)(OC)OC", "homo_lumo_gap_ev": 7.79}